Molecular formula: C8H15ClGa2NO2
Method: DFT, ωB97M-V/def2-TZVPD

Calculated values
**Charge**: -1
**HOMO (alpha / beta)**: -4.74 / -3.80 eV
**LUMO (alpha / beta)**: 2.59 / 3.10 eV

Cartesian coordinates (Å):
Ga: -0.15 -1.26 0.58
Cl: 0.04 0.77 -0.82
C: -2.09 -1.49 0.83
H: -2.43 -2.17 1.64
H: -2.48 -1.86 -0.14
H: -2.46 -0.48 1.04
Ga: 0.22 0.11 -2.95
C: -1.46 0.68 -3.87
C: 1.82 1.18 -3.56
C: 0.45 -1.81 -3.13
H: 2.58 1.03 -2.78
H: 2.21 0.81 -4.51
H: 1.60 2.24 -3.65
H: -2.28 0.22 -3.31
H: -1.61 1.77 -3.90
H: -1.47 0.31 -4.90
H: -0.39 -2.46 -3.46
H: 1.45 -2.27 -3.17
O: -0.21 2.07 1.79
C: 0.24 1.22 2.51
C: 0.72 1.36 3.95
C: 0.81 -0.06 4.49
C: 0.52 -0.94 3.28
O: 0.36 -2.16 3.23
N: 0.40 -0.15 2.17
H: 1.72 1.83 3.94
H: 0.01 1.98 4.52
H: 1.82 -0.26 4.87
H: 0.07 -0.23 5.28

Molecular formula: C50H40BF10N8O5PS2Y
Method: DFT, ωB97M-V/def2-TZVPD

Calculated values
**Energy above the lowest of the compared OMol25 structures with the same formula, charge and spin**: 0.0 kJ/mol
**Charge**: -1
**HOMO**: -5.00 eV
**LUMO**: 0.96 eV

Cartesian coordinates (Å):
Y: -0.05 -0.18 -0.36
C: -4.96 -1.29 2.77
C: -3.93 -2.21 2.60
C: -3.02 -2.07 1.56
C: -3.14 -1.00 0.68
C: -4.15 -0.07 0.85
C: -5.06 -0.22 1.90
N: -2.22 -0.95 -0.42
C: -2.69 -1.20 -1.63
C: -4.08 -1.44 -1.93
C: -4.46 -1.87 -3.16
C: -3.52 -2.11 -4.20
C: -2.20 -1.89 -3.98
C: -1.75 -1.41 -2.71
N: -0.46 -1.21 -2.42
N: 0.41 -1.67 -3.25
C: 1.69 -1.65 -2.75
C: 2.70 -2.25 -3.53
C: 3.97 -2.36 -3.02
C: 4.23 -1.88 -1.73
C: 3.20 -1.29 -1.04
N: 1.97 -1.14 -1.54
H: -5.66 -1.40 3.58
H: -3.83 -3.05 3.28
H: -2.21 -2.78 1.43
H: -4.21 0.78 0.18
H: -5.84 0.52 2.03
H: -4.82 -1.27 -1.16
H: -5.51 -2.03 -3.36
H: -3.86 -2.46 -5.17
H: -1.46 -2.03 -4.75
H: 2.42 -2.64 -4.50
H: 4.76 -2.81 -3.60
H: 5.21 -1.97 -1.28
H: 3.35 -0.92 -0.03
C: -0.23 -4.39 -1.60
N: 0.05 -3.30 -0.67
C: 0.74 -3.61 0.36
C: 1.17 -2.67 1.35
C: 1.88 -2.98 2.50
C: 2.12 -1.76 3.16
C: 1.54 -0.78 2.37
N: 0.96 -1.31 1.26
C: -1.45 -5.21 -1.22
C: -1.37 -6.59 -1.12
C: -2.50 -7.35 -0.82
C: -3.72 -6.73 -0.60
C: -3.80 -5.34 -0.68
C: -2.67 -4.59 -0.99
H: 0.63 -5.06 -1.67
H: -0.39 -3.95 -2.59
H: 1.06 -4.64 0.53
H: 2.16 -3.97 2.83
H: 2.64 -1.60 4.10
H: 1.51 0.27 2.56
H: -0.42 -7.09 -1.29
H: -2.42 -8.43 -0.75
H: -4.60 -7.31 -0.37
H: -4.74 -4.83 -0.50
H: -2.74 -3.52 -1.04
O: 0.75 2.70 -2.47
N: 1.02 1.58 -3.21
C: 2.27 1.32 -3.29
C: 3.39 2.12 -2.72
C: 4.45 2.39 -3.59
C: 5.47 3.23 -3.22
C: 5.45 3.82 -1.96
C: 4.43 3.51 -1.08
C: 3.38 2.66 -1.43
P: 2.14 2.12 -0.14
C: 1.37 3.73 0.34
C: 2.06 4.77 0.96
C: 1.42 5.97 1.26
C: 0.08 6.14 0.95
C: -0.63 5.11 0.36
C: 0.01 3.91 0.07
C: 3.34 1.86 1.25
C: 4.52 1.14 1.02
C: 5.36 0.81 2.07
C: 5.04 1.19 3.37
C: 3.88 1.92 3.60
C: 3.05 2.25 2.55
H: -0.19 2.88 -2.64
H: 2.51 0.49 -3.93
H: 4.44 1.93 -4.57
H: 6.28 3.44 -3.91
H: 6.24 4.49 -1.65
H: 4.46 3.93 -0.09
H: 3.09 4.66 1.25
H: 1.98 6.76 1.74
H: -0.42 7.07 1.19
H: -1.68 5.21 0.15
H: -0.57 3.11 -0.36
H: 4.79 0.85 0.02
H: 6.27 0.26 1.88
H: 5.68 0.91 4.20
H: 3.61 2.22 4.61
H: 2.16 2.83 2.73
F: 0.54 0.89 4.73
C: -0.33 1.78 4.25
F: -1.16 2.12 5.25
F: 0.36 2.86 3.88
S: -1.35 0.95 2.90
O: -0.69 1.26 1.62
O: -1.31 -0.41 3.32
N: -2.78 1.55 3.08
S: -3.16 3.04 2.69
O: -2.18 4.01 3.07
O: -3.79 3.17 1.41
C: -4.54 3.27 3.89
F: -4.21 2.86 5.12
F: -4.83 4.57 3.94
F: -5.63 2.61 3.51
F: -1.55 1.37 -1.57
B: -2.47 2.08 -2.51
F: -2.67 1.25 -3.60
F: -1.75 3.25 -2.89
F: -3.63 2.36 -1.83

Molecular formula: C13H17MoN2O3Te4
Method: DFT, ωB97M-V/def2-TZVPD

Calculated values
**Multiplicity**: 3
**Energy above the lowest of the compared OMol25 structures with the same formula, charge and spin**: 83.6 kJ/mol
**Charge**: +1
**HOMO (alpha / beta)**: -10.06 / -10.07 eV
**LUMO (alpha / beta)**: -4.39 / -4.19 eV

Cartesian coordinates (Å):
Mo: -0.78 1.10 2.60
Te: -3.32 1.33 3.10
Te: -3.47 0.78 5.76
Te: -2.19 -1.58 5.50
Te: 0.08 -0.39 4.58
C: -1.24 0.60 0.71
C: -1.57 0.39 -0.45
C: -1.94 0.15 -1.81
C: -2.58 -1.04 -2.16
C: -2.93 -1.28 -3.48
C: -2.66 -0.34 -4.46
C: -2.02 0.85 -4.12
C: -1.66 1.10 -2.81
H: -2.81 -1.76 -1.39
H: -3.44 -2.21 -3.74
H: -2.94 -0.53 -5.49
H: -1.82 1.59 -4.88
H: -1.17 2.02 -2.53
N: 3.85 1.69 1.43
C: 2.86 2.78 1.70
C: 1.95 2.20 2.76
O: 2.46 1.52 3.62
O: 0.67 2.47 2.61
H: 4.57 1.96 0.77
H: 3.29 0.86 1.09
H: 4.26 1.42 2.32
H: 2.33 3.02 0.79
H: 3.38 3.66 2.08
C: 0.54 -2.30 -1.63
N: 0.86 -1.74 -0.32
C: 0.24 -2.36 0.85
C: 1.65 -0.69 -0.21
O: 1.91 -0.10 0.86
H: -0.54 -2.39 -1.73
H: 0.99 -3.29 -1.74
H: 0.90 -1.65 -2.42
H: 0.26 -3.44 0.72
H: -0.79 -2.02 0.95
H: 0.79 -2.08 1.74
H: 2.05 -0.33 -1.16

Molecular formula: C21H24I2N5O3PTi
Method: DFT, ωB97M-V/def2-TZVPD

Calculated values
**Multiplicity**: 2
**Energy above the lowest of the compared OMol25 structures with the same formula, charge and spin**: 0.0 kJ/mol
**Charge**: +1
**HOMO (alpha / beta)**: -10.68 / -10.70 eV
**LUMO (alpha / beta)**: -3.78 / -3.97 eV

Cartesian coordinates (Å):
Ti: -0.99 1.61 -0.38
O: 3.31 0.92 3.03
C: 2.22 0.93 3.81
C: 2.41 0.75 5.18
C: 1.33 0.76 6.04
C: 0.03 0.95 5.56
C: -0.17 1.13 4.21
C: 0.91 1.13 3.32
C: 0.65 1.31 1.89
O: -0.60 1.47 1.50
N: 1.62 1.31 1.03
N: 1.12 1.46 -0.26
C: 2.00 1.50 -1.21
C: 1.67 1.64 -2.61
C: 2.70 1.61 -3.55
C: 2.44 1.73 -4.90
C: 1.13 1.88 -5.33
C: 0.08 1.91 -4.42
C: 0.34 1.79 -3.06
O: -0.67 1.82 -2.18
H: 3.04 1.06 2.11
H: 3.41 0.61 5.54
H: 1.49 0.62 7.10
H: -0.81 0.96 6.24
H: -1.16 1.29 3.81
H: 3.04 1.42 -0.93
H: 3.72 1.50 -3.20
H: 3.25 1.71 -5.61
H: 0.91 1.97 -6.38
H: -0.94 2.03 -4.74
I: -3.86 2.19 -0.22
C: -3.42 4.27 -0.03
I: -1.33 4.62 0.03
H: -3.86 4.62 0.90
H: -3.83 4.78 -0.90
C: -1.23 -3.78 0.79
N: 0.08 -3.23 0.46
C: 0.42 -3.62 -0.91
N: -0.59 -3.22 -1.90
C: -1.88 -3.77 -1.50
N: -2.29 -3.38 -0.14
C: -2.58 -1.96 -0.05
P: -1.09 -0.94 -0.48
C: 0.13 -1.79 0.63
C: -0.63 -1.77 -2.07
H: -1.51 -3.46 1.80
H: -1.16 -4.87 0.78
H: 0.51 -4.71 -0.95
H: 1.38 -3.19 -1.19
H: -1.82 -4.85 -1.53
H: -2.65 -3.44 -2.21
H: -2.90 -1.71 0.96
H: -3.40 -1.71 -0.73
H: -0.10 -1.53 1.67
H: 1.13 -1.42 0.42
H: 0.34 -1.40 -2.40
H: -1.36 -1.51 -2.83